## A
{"formula": "C5H12N2", "method": "ωB97M-V/def2-TZVPD", "elements": ["C", "C", "C", "C", "C", "N", "N", "H", "H", "H", "H", "H", "H", "H", "H", "H", "H", "H", "H"], "coordinates": [[-1.52563, -0.52172, 1.54534], [-1.15539, 0.42949, 0.33361], [-0.00410, -0.29361, -0.35833], [1.05287, 0.39576, -1.07729], [3.07616, -0.24325, -0.06196], [2.24548, 0.71739, -0.32460], [-2.28185, 0.59411, -0.73936], [-2.36849, -0.30470, 2.25362], [-1.55508, -1.66968, 1.23295], [-0.56712, -0.57603, 2.05105], [-0.85953, 1.40313, 0.77003], [-0.33149, -1.15190, -1.01475], [0.34827, -0.96564, 0.35795], [0.69449, 1.33519, -1.55712], [1.52563, -0.31738, -1.85056], [3.35088, -1.01134, -0.77018], [3.61722, -0.04178, 0.86607], [-3.14614, 0.88893, -0.23498], [-2.11618, 1.33304, -1.42151]], "orbital_gap_ev": 9.9, "e_homo_ha": -0.3285, "spin_multiplicity": 1, "smiles": "C=NCC[C@H](C)N"}

## B
{"formula": "C5H12N2", "method": "ωB97M-V/def2-TZVPD", "elements": ["C", "C", "C", "C", "N", "C", "N", "H", "H", "H", "H", "H", "H", "H", "H", "H", "H", "H", "H"], "coordinates": [[0.06761, -2.39539, 0.31103], [0.08128, -1.31312, 1.39112], [0.70179, -0.03203, 0.90741], [-0.00577, 0.89787, 0.26562], [0.42438, 2.15300, -0.09887], [-0.25403, 2.93773, -1.08823], [-0.82014, -2.03280, -0.80968], [1.07786, -2.64965, -0.04700], [-0.35380, -3.32874, 0.71051], [-0.98743, -1.14623, 1.57428], [0.54418, -1.72109, 2.28966], [1.78647, 0.05257, 0.94062], [-1.08586, 0.73719, 0.26591], [1.36869, 2.35260, 0.17909], [0.29688, 3.84610, -1.30727], [-0.41297, 2.38112, -2.01501], [-1.25432, 3.20027, -0.72303], [-0.71365, -2.75750, -1.51221], [-0.46117, -1.18191, -1.23394]], "orbital_gap_ev": 8.8, "e_homo_ha": -0.2815, "spin_multiplicity": 1, "smiles": "CN/C=C/CCN"}

## C
{"formula": "C5H12N2", "method": "ωB97M-V/def2-TZVPD", "elements": ["C", "C", "N", "H", "H", "H", "H", "H", "H", "H", "C", "C", "N", "C", "H", "H", "H", "H", "H"], "coordinates": [[-2.04488, -0.33791, -1.23212], [-1.55616, 0.75833, 0.85072], [-1.41481, 0.79800, -0.58225], [-0.40584, 0.76187, -0.79764], [-1.68574, -1.30601, -0.85539], [-3.12280, -0.28147, -1.06940], [-0.90782, -0.05792, 1.27692], [-2.60553, 0.63911, 1.12156], [-1.19852, 1.69628, 1.27523], [-1.84894, -0.28935, -2.30145], [1.99136, 0.02548, 1.84342], [1.78505, -0.60274, -1.71767], [1.26597, -0.52626, 0.73689], [1.52227, -0.45554, -0.45515], [1.61915, 1.04152, 2.03713], [1.78134, -0.57964, 2.72118], [3.07252, 0.07177, 1.67559], [1.41526, 0.09675, -2.44881], [2.33814, -1.45230, -2.07877]], "orbital_gap_ev": 9.3, "e_homo_ha": -0.3099, "spin_multiplicity": 1, "smiles": "C=C=NC.CNC"}

What should be chosen as the most stable of them? Choose B.

## A
{"formula": "C5H12N2", "method": "ωB97M-V/def2-TZVPD", "elements": ["C", "C", "C", "C", "C", "N", "N", "H", "H", "H", "H", "H", "H", "H", "H", "H", "H", "H", "H"], "coordinates": [[-0.76233, 0.24127, -2.37942], [-1.16005, -0.05131, -1.17248], [1.01165, -1.56900, 0.18931], [-0.56282, -0.30501, 1.73654], [0.32319, -0.27725, 0.52058], [0.49553, 2.11419, 0.31692], [1.13477, 0.85315, 0.39410], [-1.44481, 0.29273, -3.22450], [0.27055, 0.45504, -2.61614], [-2.15349, -0.28332, -0.82909], [0.29788, -2.38860, 0.20306], [1.79279, -1.77791, 0.92522], [1.46770, -1.52532, -0.79822], [-1.16536, 0.59800, 1.82585], [-1.23415, -1.15979, 1.69402], [0.05606, -0.39530, 2.63428], [-0.33438, 2.02596, -0.28484], [0.18298, 2.37677, 1.24898], [1.78428, 0.77571, -0.38416]], "orbital_gap_ev": 8.9, "e_homo_ha": -0.2897, "spin_multiplicity": 1}

## B
{"formula": "C5H12N2", "method": "ωB97M-V/def2-TZVPD", "elements": ["C", "C", "C", "C", "C", "N", "N", "H", "H", "H", "H", "H", "H", "H", "H", "H", "H", "H", "H"], "coordinates": [[0.60662, 0.12360, 0.75785], [0.35068, -0.79340, -1.56886], [-0.21690, -2.23044, 0.51314], [-0.61456, 1.91583, -0.04169], [-0.19097, -0.86695, -0.18426], [0.94669, 2.31172, 1.75487], [0.39520, 1.40023, 0.86425], [1.32260, -0.50173, 1.38158], [1.16811, -1.39217, -1.64932], [0.46074, 0.25117, -1.67310], [-0.35875, -1.16317, -2.22538], [-1.04678, -2.43820, 1.07803], [0.63335, -2.37362, 1.10622], [-0.27929, -3.00752, -0.26947], [-0.34161, 1.92661, -1.05946], [-1.48942, 1.24683, 0.00765], [-0.93142, 2.86681, 0.25153], [-1.19549, -0.57807, -0.28635], [0.78119, 3.30245, 1.24277]], "orbital_gap_ev": 8.3, "e_homo_ha": -0.2729, "spin_multiplicity": 1}

## C
{"formula": "C5H12N2", "method": "ωB97M-V/def2-TZVPD", "elements": ["C", "C", "C", "C", "C", "N", "N", "H", "H", "H", "H", "H", "H", "H", "H", "H", "H", "H", "H"], "coordinates": [[-1.76416, -0.60280, -0.23157], [-0.44795, -0.80591, -0.95127], [0.80685, -0.13355, -0.46722], [1.99435, -0.42181, -1.02213], [1.47804, 0.73451, 1.70703], [0.73651, 0.95838, 0.43190], [-2.10435, 0.88219, -0.18494], [-1.72469, -0.93268, 0.81376], [-2.56583, -1.18051, -0.70492], [-0.59629, -0.53968, -2.00252], [-0.22445, -1.86835, -0.94695], [2.12922, -1.36904, -1.53936], [2.92955, 0.06368, -0.75958], [1.01311, 1.30132, 2.50349], [1.54140, -0.33694, 1.88919], [2.50556, 1.01637, 1.48223], [-0.21858, 1.28809, 0.46163], [-2.66986, 1.02825, -1.02053], [-2.81843, 0.91847, 0.54176]], "orbital_gap_ev": 8.6, "e_homo_ha": -0.2847, "spin_multiplicity": 1, "smiles": "C=C(CCN)NC"}

## D
{"formula": "C5H12N2", "method": "ωB97M-V/def2-TZVPD", "elements": ["C", "C", "C", "N", "H", "H", "H", "H", "H", "H", "H", "C", "C", "N", "H", "H", "H", "H", "H"], "coordinates": [[-1.28664, -0.12604, 1.42160], [-1.16380, 1.38807, -0.66516], [-0.57907, -0.29140, 0.07463], [-0.99132, -1.11811, -0.85711], [-0.34013, -1.88804, -1.00755], [-1.08097, -1.02349, 2.01071], [-0.91596, 0.74739, 1.95466], [-1.17720, 2.27070, -0.03902], [-0.74640, 1.56544, -1.65038], [-2.15013, 0.94272, -0.77880], [-2.36279, -0.04823, 1.27376], [1.90936, -0.99570, -0.51610], [1.01896, -0.12021, 0.35234], [0.96922, 1.25053, 0.08761], [1.26581, 1.40851, -0.87788], [1.19797, -0.31582, 1.41291], [1.70053, -0.84038, -1.57657], [1.77515, -2.05586, -0.28674], [2.95741, -0.75007, -0.33291]], "orbital_gap_ev": [8.8, 8.0], "e_homo_ha": [-0.3193, -0.3178], "spin_multiplicity": 1}

What should be chosen as the most stable of them? Choose C.

## A
{"formula": "C5H12N2", "method": "ωB97M-V/def2-TZVPD", "elements": ["C", "C", "C", "C", "N", "C", "N", "H", "H", "H", "H", "H", "H", "H", "H", "H", "H", "H", "H"], "coordinates": [[0.55998, 2.28059, -0.10437], [0.48056, 1.19176, -1.21183], [1.07880, -0.34458, -1.13186], [0.54093, -1.23467, -0.05587], [-0.88566, -1.04740, 0.16640], [-1.45966, -1.54186, 1.35022], [-2.58945, -1.21992, 1.90202], [-0.50144, 2.77708, 0.32652], [0.86375, 1.82527, 0.83626], [1.28519, 3.15546, -0.22844], [1.00954, 1.72419, -2.04917], [-0.46531, 1.00594, -1.69656], [2.17692, -0.31832, -0.95420], [0.97091, -0.85604, -2.10598], [0.53401, -2.34245, -0.35859], [1.21585, -1.13020, 0.82367], [-1.58517, -0.90442, -0.52018], [-0.73798, -2.02646, 2.09436], [-2.49176, -0.99395, 2.91758]], "orbital_gap_ev": 9.4, "e_homo_ha": -0.3110, "spin_multiplicity": 1, "smiles": "[H]/N=C/NCCCC"}

## B
{"formula": "C5H12N2", "method": "ωB97M-V/def2-TZVPD", "elements": ["C", "N", "C", "N", "H", "H", "H", "H", "H", "H", "C", "C", "C", "H", "H", "H", "H", "H", "H"], "coordinates": [[-1.62551, -0.45554, 1.69070], [-0.35950, -1.13455, 1.89084], [0.76199, -0.44903, 2.26241], [1.92128, -0.78890, 1.86446], [-2.39034, -1.19346, 1.46814], [-1.88111, 0.11352, 2.58091], [-1.58924, 0.22925, 0.83994], [-0.17108, -1.99155, 1.39608], [0.55234, 0.38623, 2.93821], [2.63042, -0.21753, 2.31433], [0.19257, 1.73509, -2.12712], [0.14240, 0.32420, -2.61531], [0.37186, -0.72269, -1.83662], [-0.72966, 2.28107, -2.33793], [0.35296, 1.76091, -1.05057], [0.98065, 2.30351, -2.62395], [-0.11726, 0.14760, -3.65413], [0.36129, -1.73671, -2.21284], [0.59594, -0.59142, -0.78755]], "orbital_gap_ev": 10.0, "e_homo_ha": -0.3288, "spin_multiplicity": 1, "smiles": "[H]/N=C/NC.C=CC"}

What should be chosen as the most stable of them? Choose B.